1.
Below is C48H69F12O12Zr as an isolated structure at a distorted geometry, with properties calculated with wB97M-V/def2-TZVPD.

Geometry (Å):
1 Zr -2.473 -1.163 3.664
2 C -4.517 -0.101 0.903
3 O -3.629 -0.651 -0.079
4 O -3.866 -0.415 2.119
5 C -4.947 1.404 0.733
6 F -5.659 1.823 1.804
7 F -3.921 2.241 0.566
8 F -5.761 1.603 -0.329
9 C -4.112 -1.017 -1.382
10 C -2.882 -1.277 -2.253
11 H -2.240 -0.399 -2.323
12 H -2.279 -2.084 -1.836
13 H -3.155 -1.608 -3.255
14 H -4.600 -0.138 -1.803
15 H -4.781 -1.878 -1.397
16 H -5.421 -0.711 0.897
17 C -0.467 -1.751 6.076
18 O -0.799 -2.704 5.066
19 O -1.270 -0.745 5.541
20 C -0.642 -2.385 7.493
21 F 0.238 -3.381 7.791
22 F -0.467 -1.413 8.389
23 F -1.858 -2.884 7.608
24 C 0.148 -3.815 4.920
25 C -0.265 -4.879 3.845
26 H 0.367 -5.765 3.796
27 H -1.302 -5.213 3.812
28 H -0.102 -4.417 2.871
29 H 0.201 -4.449 5.805
30 H 1.146 -3.482 4.635
31 H 0.586 -1.506 5.938
32 C 0.186 -0.971 1.351
33 O -0.722 -0.069 0.746
34 O -0.519 -1.384 2.505
35 C 0.731 -2.152 0.393
36 F -0.297 -2.886 -0.011
37 F 1.417 -1.786 -0.649
38 F 1.458 -3.086 0.984
39 C -0.205 0.826 -0.220
40 C -1.018 2.049 -0.469
41 H -1.848 1.817 -1.137
42 H -1.445 2.365 0.482
43 H -0.401 2.759 -1.019
44 H -0.144 0.313 -1.180
45 H 0.762 1.235 0.070
46 H 1.019 -0.406 1.769
47 F 3.436 -2.982 4.209
48 C 4.001 -1.762 4.511
49 C 5.185 -1.761 5.184
50 C 5.727 -0.539 5.604
51 C 5.050 0.596 5.315
52 C 3.867 0.563 4.587
53 C 3.328 -0.623 4.169
54 H 5.568 -2.745 5.413
55 H 6.629 -0.482 6.196
56 H 5.557 1.518 5.560
57 H 3.317 1.440 4.278
58 H 2.541 -0.785 3.447
59 F 7.399 4.066 0.425
60 C 6.278 3.305 0.360
61 C 6.440 1.960 0.641
62 C 5.281 1.147 0.716
63 C 4.026 1.707 0.523
64 C 3.913 3.041 0.252
65 C 5.007 3.876 0.151
66 H 7.396 1.493 0.821
67 H 5.383 0.099 0.957
68 H 3.136 1.149 0.776
69 H 2.929 3.478 0.165
70 H 4.896 4.936 -0.023
71 F 1.684 -7.232 -5.172
72 C 1.192 -6.126 -4.577
73 C 1.818 -5.607 -3.440
74 C 1.246 -4.528 -2.715
75 C 0.065 -3.998 -3.200
76 C -0.591 -4.509 -4.318
77 C 0.007 -5.563 -5.026
78 H 2.613 -6.210 -3.028
79 H 1.657 -4.144 -1.793
80 H -0.321 -3.082 -2.780
81 H -1.504 -4.014 -4.612
82 H -0.481 -5.948 -5.910
83 C -1.533 0.545 -6.005
84 C -0.853 1.199 -4.904
85 O -1.118 2.375 -4.551
86 C 0.235 0.380 -4.218
87 H -0.978 -0.314 -6.381
88 H -1.742 1.233 -6.824
89 H -2.450 0.085 -5.636
90 H -0.244 -0.451 -3.700
91 H 0.748 0.938 -3.435
92 H 0.973 0.013 -4.931
93 C -4.672 -4.222 1.539
94 C -3.204 -3.983 1.598
95 O -2.685 -3.108 2.344
96 C -2.351 -4.939 0.737
97 H -5.230 -3.326 1.809
98 H -4.985 -4.863 2.364
99 H -5.010 -4.443 0.527
100 H -2.879 -5.819 0.370
101 H -1.421 -5.269 1.200
102 H -2.104 -4.386 -0.170
103 C 3.425 -0.771 -3.219
104 C 3.758 0.675 -2.773
105 O 2.916 1.372 -2.259
106 C 5.153 1.170 -2.964
107 H 2.490 -1.167 -2.823
108 H 4.214 -1.385 -2.784
109 H 3.270 -0.962 -4.281
110 H 5.278 2.127 -2.458
111 H 5.337 1.441 -4.003
112 H 5.863 0.448 -2.559
113 C 0.388 2.272 3.446
114 C -1.083 2.160 3.408
115 O -1.716 1.097 3.422
116 C -1.889 3.414 3.151
117 H 0.847 2.227 2.458
118 H 0.825 1.460 4.026
119 H 0.657 3.232 3.886
120 H -2.935 3.122 3.061
121 H -1.535 3.798 2.194
122 H -1.697 4.248 3.826
123 C -0.381 6.414 -1.895
124 C -0.513 7.056 -3.236
125 O -0.089 8.197 -3.486
126 C -1.157 6.142 -4.326
127 H 0.182 7.085 -1.246
128 H 0.039 5.408 -1.882
129 H -1.343 6.447 -1.382
130 H -1.053 6.678 -5.269
131 H -2.217 6.018 -4.108
132 H -0.684 5.160 -4.300
133 C -4.261 3.358 -4.625
134 C -4.314 4.090 -3.312
135 O -5.197 4.937 -3.113
136 C -3.236 3.792 -2.290
137 H -4.611 2.341 -4.450
138 H -3.215 3.346 -4.930
139 H -4.885 3.748 -5.429
140 H -3.334 2.708 -2.243
141 H -3.500 4.172 -1.302
142 H -2.219 4.079 -2.556

- Gap between HOMO and LUMO: 0.225 hartree
- Total charge: +1

2.
Below is C20H42N6O5P2PdSSe2 as an isolated structure, with properties calculated with wB97M-V/def2-TZVPD.

Geometry (Å):
1 Pd -0.238 0.230 0.131
2 O 4.699 -0.426 3.945
3 C 3.274 -0.281 4.179
4 C 2.408 -0.236 2.912
5 C 2.423 -1.584 2.193
6 O 3.744 -2.063 1.879
7 C 0.965 0.087 3.359
8 Se 0.167 -1.016 4.788
9 C 2.957 0.888 2.008
10 Se 2.015 1.431 0.350
11 H 4.925 0.222 3.269
12 H 3.100 0.629 4.764
13 H 2.973 -1.130 4.790
14 H 1.878 -1.483 1.252
15 H 1.898 -2.308 2.821
16 H 4.309 -1.807 2.620
17 H 0.362 0.019 2.461
18 H 0.936 1.136 3.667
19 H 3.946 0.600 1.638
20 H 3.071 1.788 2.621
21 C -2.812 -0.347 -4.454
22 N -1.407 -0.229 -4.140
23 C -0.579 -0.858 -5.146
24 P -0.807 -0.103 -2.528
25 O 0.571 -0.588 -2.598
26 O -2.055 -0.920 -1.843
27 P -2.049 -1.828 -0.501
28 O -0.820 -2.450 -0.005
29 N -3.110 -3.023 -1.041
30 C -2.897 -4.391 -0.618
31 C -4.123 -2.867 -2.053
32 N -2.823 -0.929 0.644
33 C -4.169 -0.464 0.398
34 C -2.517 -1.178 2.055
35 N -1.046 1.500 -2.151
36 C -2.353 2.103 -2.292
37 C 0.047 2.374 -2.553
38 H -3.027 0.148 -5.409
39 H -3.437 0.114 -3.693
40 H -3.126 -1.398 -4.549
41 H -0.709 -0.350 -6.110
42 H -0.845 -1.918 -5.294
43 H 0.463 -0.810 -4.846
44 H -2.100 -4.427 0.121
45 H -2.603 -5.026 -1.465
46 H -3.813 -4.811 -0.185
47 H -4.307 -1.819 -2.267
48 H -5.067 -3.318 -1.722
49 H -3.834 -3.355 -2.996
50 H -4.296 -0.183 -0.648
51 H -4.364 0.421 1.006
52 H -4.921 -1.232 0.643
53 H -1.490 -1.516 2.179
54 H -3.193 -1.934 2.481
55 H -2.626 -0.254 2.623
56 H -3.111 1.481 -1.818
57 H -2.620 2.281 -3.346
58 H -2.353 3.063 -1.773
59 H 0.996 1.923 -2.271
60 H -0.056 3.322 -2.019
61 H 0.035 2.575 -3.636
62 N -0.086 3.845 1.085
63 C -1.392 3.602 0.866
64 S -2.063 2.140 1.263
65 N -2.050 4.674 0.268
66 C -3.386 4.909 -0.033
67 C -3.715 6.203 -0.461
68 C -5.011 6.536 -0.806
69 C -6.022 5.586 -0.735
70 C -5.699 4.305 -0.314
71 C -4.402 3.954 0.033
72 H 0.542 3.005 1.126
73 H 0.349 4.616 0.598
74 H -1.474 5.495 0.163
75 H -2.933 6.954 -0.520
76 H -5.230 7.546 -1.132
77 H -7.039 5.840 -1.005
78 H -6.470 3.546 -0.252
79 H -4.157 2.953 0.358

- Relative energy (zero: lowest compared OMol25 entry of this formula, charge and spin): 70.3 kcal per mole
- Gap between HOMO and LUMO: 0.147 hartree
- Total charge: -2

3.
Below is C5H10N2 in the gas phase at a distorted geometry, with properties calculated with wB97M-V/def2-TZVPD.

Geometry (Å):
1 H 3.190 -1.517 0.378
2 N 2.558 -0.785 0.409
3 C 1.649 -0.634 -0.441
4 N 0.774 0.464 -0.516
5 C 0.424 1.663 0.328
6 C -0.577 0.579 -0.248
7 C -1.424 -0.489 0.525
8 C -2.810 -0.567 -0.114
9 H 1.524 -1.342 -1.200
10 H 0.756 1.738 1.344
11 H 0.448 2.634 -0.165
12 H -1.129 1.118 -1.048
13 H -1.417 -0.439 1.657
14 H -0.889 -1.489 0.220
15 H -2.777 -0.968 -1.084
16 H -3.157 0.429 -0.213
17 H -3.453 -1.224 0.562

- Relative energy (zero: lowest compared OMol25 entry of this formula, charge and spin): 62.7 kcal per mole
- Gap between HOMO and LUMO: 0.359 hartree
- Total charge: 0
- Structure (SMILES): [H]/N=C/N1C[C@@H]1CC

4.
Below is a 2-piece molecular cluster, Cl2H4Si2 overall, with properties calculated with wB97M-V/def2-TZVPD.

Geometry (Å):
1 Si 0.625 -0.946 0.364
2 Si -2.451 0.834 0.480
3 Cl -3.851 -0.657 0.265
4 Cl -0.755 -2.378 0.054
5 H 0.260 -0.158 1.537
6 H 1.923 -1.585 0.564
7 H 0.668 -0.109 -0.828
8 H -2.115 0.970 -0.961

- Relative energy (zero: lowest compared OMol25 entry of this formula, charge and spin): 0.0 kcal per mole
- Gap between HOMO and LUMO (spin up / spin down): 0.286 / 0.311 hartree
- Multiplicity: 3
- Total charge: 0
- <S²>: 2.003

5.
Below is C56H54N6OP2S3Ti as an isolated structure, with properties calculated with wB97M-V/def2-TZVPD.

Geometry (Å):
1 Ti -0.193 -0.239 0.660
2 S 2.333 1.108 -2.028
3 P 2.727 1.445 -0.131
4 C 1.568 0.917 1.035
5 P 1.390 1.396 2.645
6 S -0.168 0.334 3.359
7 C 1.072 3.136 3.088
8 C 0.816 4.087 2.115
9 C 0.540 5.399 2.482
10 C 0.514 5.760 3.818
11 C 0.744 4.799 4.801
12 C 1.015 3.493 4.436
13 C 2.896 1.098 3.692
14 C 3.158 -0.161 4.223
15 C 4.333 -0.426 4.907
16 C 5.279 0.575 5.081
17 C 5.019 1.845 4.588
18 C 3.834 2.104 3.912
19 C 4.357 0.686 0.272
20 C 5.507 1.102 -0.397
21 C 6.728 0.502 -0.144
22 C 6.820 -0.533 0.781
23 C 5.682 -0.958 1.446
24 C 4.459 -0.349 1.190
25 C 3.139 3.223 0.097
26 C 2.530 4.176 -0.714
27 C 2.776 5.525 -0.511
28 C 3.645 5.940 0.489
29 C 4.282 4.996 1.282
30 C 4.030 3.646 1.082
31 H 0.770 3.789 1.075
32 H 0.331 6.128 1.709
33 H 0.298 6.783 4.103
34 H 0.701 5.069 5.850
35 H 1.178 2.742 5.201
36 H 2.419 -0.938 4.120
37 H 4.508 -1.418 5.307
38 H 6.206 0.368 5.603
39 H 5.739 2.642 4.729
40 H 3.639 3.108 3.555
41 H 5.436 1.896 -1.131
42 H 7.612 0.840 -0.672
43 H 7.776 -1.003 0.980
44 H 5.741 -1.758 2.175
45 H 3.567 -0.655 1.723
46 H 1.841 3.842 -1.481
47 H 2.276 6.255 -1.137
48 H 3.830 6.997 0.647
49 H 4.971 5.307 2.059
50 H 4.545 2.912 1.693
51 C -1.568 -3.014 -6.187
52 C -2.074 -3.758 -4.951
53 C -3.349 -3.168 -4.395
54 C -4.538 -3.465 -5.058
55 C -5.754 -2.991 -4.608
56 C -5.790 -2.202 -3.466
57 C -4.634 -1.878 -2.773
58 C -4.695 -1.024 -1.524
59 C -5.629 0.181 -1.637
60 C -3.397 -2.362 -3.246
61 N -2.269 -2.150 -2.438
62 C -1.180 -1.694 -2.907
63 C 0.109 -1.733 -2.211
64 C 1.170 -2.383 -2.821
65 C 2.156 -2.580 -1.830
66 C 1.663 -1.985 -0.694
67 N 0.413 -1.457 -0.905
68 H -0.646 -3.462 -6.566
69 H -1.376 -1.962 -5.973
70 H -2.313 -3.042 -6.985
71 H -1.299 -3.785 -4.185
72 H -2.274 -4.799 -5.225
73 H -4.494 -4.093 -5.943
74 H -6.669 -3.236 -5.134
75 H -6.741 -1.830 -3.104
76 H -3.689 -0.679 -1.271
77 H -5.022 -1.646 -0.682
78 H -5.274 0.887 -2.388
79 H -5.672 0.701 -0.681
80 H -6.649 -0.108 -1.902
81 H -1.105 -1.376 -3.951
82 H 1.196 -2.695 -3.855
83 H 3.130 -3.030 -1.942
84 H 2.160 -1.844 0.253
85 S -0.841 3.436 -0.761
86 C -1.364 1.793 -0.732
87 N -1.610 1.040 -1.772
88 N -1.197 1.635 -2.947
89 C -1.736 1.357 -4.149
90 C -1.134 1.852 -5.326
91 C -1.667 1.553 -6.564
92 C -2.806 0.761 -6.695
93 C -3.411 0.285 -5.535
94 C -2.899 0.584 -4.287
95 N -1.527 1.226 0.568
96 N -2.114 -0.050 0.658
97 C -3.282 -0.119 1.378
98 C -3.641 -1.266 2.100
99 C -4.860 -1.341 2.753
100 C -5.747 -0.272 2.732
101 C -5.378 0.886 2.056
102 C -4.170 0.970 1.390
103 H -0.507 2.375 -2.834
104 H -0.233 2.449 -5.242
105 H -1.174 1.940 -7.451
106 H -3.208 0.522 -7.671
107 H -4.299 -0.337 -5.593
108 H -3.369 0.230 -3.387
109 H -2.942 -2.088 2.177
110 H -5.108 -2.242 3.303
111 H -6.697 -0.331 3.249
112 H -6.046 1.741 2.046
113 H -3.874 1.869 0.866
114 C -1.989 -3.212 0.224
115 O -0.977 -3.334 1.248
116 C -0.292 -2.300 1.612
117 C 0.692 -2.775 2.646
118 H -2.154 -2.166 -0.026
119 H -2.892 -3.675 0.619
120 H -1.617 -3.752 -0.642
121 H 1.288 -1.955 3.012
122 H 1.312 -3.547 2.181
123 H 0.148 -3.229 3.478

- Relative energy (zero: lowest compared OMol25 entry of this formula, charge and spin): 10.1 kcal per mole
- Gap between HOMO and LUMO: 0.196 hartree
- Total charge: -2

6.
Below is C4H11NO2 in the gas phase at a distorted geometry, with properties calculated with wB97M-V/def2-TZVPD.

Geometry (Å):
1 C -2.404 0.168 -0.801
2 C -1.354 -0.038 0.274
3 O -1.180 1.111 1.052
4 C 0.004 -0.482 -0.263
5 N 1.075 -0.282 0.785
6 C 2.486 -0.464 0.279
7 O 3.102 0.819 0.267
8 H -2.451 -0.749 -1.368
9 H -3.255 0.407 -0.178
10 H -2.052 0.991 -1.327
11 H -1.704 -0.790 0.960
12 H -2.084 1.192 1.439
13 H 0.049 -1.513 -0.564
14 H 0.266 0.044 -1.133
15 H 0.917 0.632 0.994
16 H 2.481 -1.066 -0.771
17 H 3.124 -1.048 1.010
18 H 2.980 1.069 -0.656

- Relative energy (zero: lowest compared OMol25 entry of this formula, charge and spin): 55.9 kcal per mole
- Gap between HOMO and LUMO: 0.358 hartree
- Total charge: 0
- Structure (SMILES): C[C@H](O)CNCO

7.
Below is a 3-piece molecular cluster, C21H42O4 overall, with properties calculated with wB97M-V/def2-TZVPD.

Geometry (Å):
1 C 3.379 -0.989 -1.822
2 C 3.564 -0.122 -3.075
3 C 3.584 1.411 -2.958
4 C 3.740 2.143 -1.601
5 C 2.412 2.889 -1.394
6 C 1.283 2.168 -0.658
7 O 1.058 0.826 -1.090
8 C -0.242 0.550 -1.445
9 C -0.633 0.920 -2.844
10 O -0.975 0.001 -0.672
11 C 2.047 3.132 -2.841
12 O 1.517 4.078 -3.350
13 O 2.402 2.026 -3.549
14 H 2.338 -1.252 -1.661
15 H 3.763 -0.520 -0.914
16 H 3.930 -1.927 -1.949
17 H 4.494 -0.409 -3.573
18 H 2.760 -0.360 -3.781
19 H 4.412 1.742 -3.594
20 H 4.468 2.938 -1.801
21 H 4.143 1.593 -0.752
22 H 2.589 3.802 -0.824
23 H 0.351 2.740 -0.745
24 H 1.543 2.128 0.405
25 H -0.380 1.954 -3.091
26 H -0.076 0.288 -3.543
27 H -1.702 0.743 -2.965
28 C -3.812 3.070 4.057
29 C -4.155 3.849 2.792
30 C -5.185 3.150 1.906
31 C -4.749 1.784 1.373
32 C -3.447 1.787 0.574
33 C -3.510 2.655 -0.679
34 H -3.359 2.104 3.826
35 H -3.104 3.622 4.677
36 H -4.707 2.886 4.655
37 H -3.242 4.042 2.223
38 H -4.549 4.830 3.073
39 H -5.435 3.807 1.068
40 H -6.113 3.023 2.473
41 H -5.551 1.387 0.742
42 H -4.650 1.082 2.206
43 H -3.208 0.763 0.288
44 H -2.619 2.121 1.207
45 H -4.310 2.322 -1.344
46 H -2.572 2.604 -1.237
47 H -3.687 3.705 -0.440
48 C 2.383 -4.604 3.297
49 C 1.432 -5.348 2.364
50 C 1.896 -5.366 0.908
51 C 2.021 -3.986 0.260
52 C 0.744 -3.148 0.280
53 C -0.417 -3.779 -0.482
54 H 2.468 -3.550 3.028
55 H 2.033 -4.650 4.329
56 H 3.383 -5.042 3.263
57 H 0.434 -4.908 2.433
58 H 1.331 -6.381 2.707
59 H 1.207 -5.982 0.324
60 H 2.868 -5.866 0.852
61 H 2.342 -4.119 -0.779
62 H 2.822 -3.423 0.750
63 H 0.961 -2.172 -0.157
64 H 0.439 -2.949 1.311
65 H -0.144 -3.961 -1.524
66 H -1.286 -3.119 -0.473
67 H -0.721 -4.731 -0.043

- Relative energy (zero: lowest compared OMol25 entry of this formula, charge and spin): 28.8 kcal per mole
- Gap between HOMO and LUMO: 0.404 hartree
- Total charge: 0
- Structure (SMILES): CC[C@@H]1C[C@H](COC(C)=O)C(=O)O1.CCCCCC.CCCCCC

8.
Below is C3H4O3 in the gas phase, with properties calculated with wB97M-V/def2-TZVPD.

Geometry (Å):
1 C 1.510 0.905 0.409
2 O 0.158 1.000 0.906
3 C -0.862 0.348 0.440
4 O -0.486 -0.539 -0.501
5 C -1.667 -1.299 -0.673
6 O -1.716 -2.441 -0.363
7 H 2.063 1.571 1.068
8 H 1.912 -0.109 0.465
9 H 1.557 1.273 -0.619
10 H -2.470 -0.711 -1.133

- Relative energy (zero: lowest compared OMol25 entry of this formula, charge and spin): 71.1 kcal per mole
- Gap between HOMO and LUMO: 0.388 hartree
- Total charge: 0

Q: The highest total charge belongs to which entry?
A: C48H69F12O12Zr

Q: Among the records above, which one has the highest total charge?
A: C48H69F12O12Zr

Q: What is the total charge in the sixth record?
A: 0